A structure of composition C3H7N2S. Source: OMol25; level of theory: ωB97M-V/def2-TZVPD.

Properties
Relative energy (zero: lowest compared OMol25 entry of this formula, charge and spin) ... 114.2 kcal/mol
Orbital gap ... 8.60 eV
Net charge ... +1

Geometry (Å):
1 C 0.19 -0.50 -0.36
2 C -0.72 -1.62 -0.25
3 C -0.54 1.58 0.90
4 N 1.58 1.07 -0.12
5 N 0.35 0.71 0.15
6 S 1.95 -0.47 -0.84
7 H -1.81 -1.48 -0.32
8 H -0.38 -2.32 -1.02
9 H -0.48 -2.08 0.72
10 H -1.05 0.93 1.72
11 H 0.18 2.35 1.26
12 H -1.29 2.08 0.34
13 H 2.01 -0.25 -2.18